[1]
Formula: C25H33N5O4S
Source: the Open Molecules 2025 dataset
Level of theory: the ωB97M-V functional and the def2-TZVPD basis

Last column: Löwdin charge in e.
Geometry (Å):
O: 1.05542 -2.07564 1.63402  0.06
C: 2.16914 -1.95660 1.14814  -0.51
N: 2.76706 -0.74889 0.98983  0.07
C: 2.01764 0.46520 1.22539  -0.06
C: 1.25120 0.82550 -0.05110  -0.42
O: 1.89141 1.00319 -1.08310  0.03
N: -0.08831 0.90982 -0.00988  0.03
C: -0.90722 0.44836 1.09587  -0.10
C: -1.03730 1.47931 2.23386  -0.15
N: -2.14835 2.38196 1.99730  -0.16
C: -3.43816 1.87129 2.43990  -0.15
C: -3.63909 2.01536 3.95489  -0.19
O: -3.44993 3.34896 4.38217  -0.13
C: -2.17192 3.82270 4.01832  -0.19
C: -1.97239 3.73243 2.50021  -0.16
C: -0.76945 1.24570 -1.26915  -0.13
C: -1.13876 -0.10262 -1.92215  -0.41
O: -2.22605 -0.63477 -1.84515  0.07
N: -0.07872 -0.64351 -2.54589  0.12
C: -0.07850 -1.99126 -3.07571  -0.28
C: 0.73163 -2.93007 -2.16905  -0.12
C: 2.15547 -2.79501 -2.69759  -0.20
C: 1.95606 -2.79224 -4.21265  -0.18
C: 0.64010 -2.03131 -4.43813  -0.12
C: -1.87744 2.24266 -1.06027  -0.14
C: -1.54420 3.59359 -1.02625  -0.02
C: -2.53826 4.53682 -0.84334  -0.07
C: -3.84271 4.08887 -0.70176  -0.16
N: -4.17415 2.81164 -0.73704  0.08
C: -3.22109 1.91311 -0.90932  -0.10
C: 2.96169 -3.11936 0.73680  -0.45
C: 2.54028 -4.42092 0.78196  -0.10
C: 3.50472 -5.32842 0.30701  -0.17
C: 4.64857 -4.71095 -0.09269  -0.40
S: 4.57321 -3.00970 0.10096  1.05
H: 3.58704 -0.67309 0.40772  0.10
H: 1.37211 0.29634 2.08364  0.11
H: 2.72210 1.27295 1.43781  0.14
H: -1.89737 0.23693 0.69286  0.12
H: -0.49591 -0.49086 1.47805  0.11
H: -0.12147 2.07332 2.28212  0.12
H: -1.13281 0.92938 3.18181  0.12
H: -4.20989 2.44414 1.91861  0.12
H: -3.53190 0.82387 2.15317  0.13
H: -2.94296 1.35445 4.49634  0.12
H: -4.66045 1.75199 4.23238  0.13
H: -1.39350 3.23924 4.53701  0.12
H: -2.12494 4.85893 4.35726  0.12
H: -2.72719 4.35690 2.01280  0.12
H: -0.98283 4.09962 2.22154  0.12
H: -0.00589 1.72387 -1.89602  0.15
H: 0.82045 -0.18454 -2.46871  0.12
H: -1.12740 -2.28867 -3.13900  0.14
H: 0.62842 -2.66180 -1.11852  0.10
H: 0.38308 -3.95505 -2.29797  0.12
H: 2.80461 -3.60538 -2.36882  0.09
H: 2.59096 -1.84894 -2.37012  0.10
H: 2.79100 -2.33192 -4.73828  0.10
H: 1.85927 -3.81941 -4.56649  0.11
H: 0.02495 -2.52117 -5.19063  0.11
H: 0.82921 -1.01286 -4.77704  0.11
H: -0.51332 3.89937 -1.14529  0.12
H: -2.30799 5.59103 -0.81504  0.10
H: -4.66165 4.78225 -0.55673  0.10
H: -3.55388 0.88673 -0.95548  0.11
H: 1.56660 -4.69502 1.14472  0.12
H: 3.35692 -6.39225 0.26357  0.10
H: 5.54049 -5.15267 -0.49143  0.06

Forces on atoms 1 to 3 (eV/Å):
-0.1 -0.1 0.0
0.0 0.1 0.2
0.2 0.2 0.0

Computed properties:
* lowest unoccupied orbital energy: 0.16 eV
* SMILES: O=C(NCC(=O)N(CCN1CCOCC1)[C@@H](C(=O)NC1CCCC1)c1cccnc1)c1cccs1
* relative energy (zero: lowest compared OMol25 entry of this formula, charge and spin): 124.0 kJ/mol
* orbital gap: 0.301 Ha

---

[2]
Formula: C25H34BBrF2O9S
Source: the Open Molecules 2025 dataset
Level of theory: the ωB97M-V functional and the def2-TZVPD basis

Last column: Löwdin charge in e.
Geometry (Å):
O: 1.74127 0.16900 3.70712  0.10
C: 0.99370 -0.50805 2.99390  -0.31
O: 0.00437 -1.48831 3.37304  -0.03
C: -0.63561 -2.08048 2.18722  -0.38
C: -2.06391 -1.39869 1.90915  -0.10
C: -2.26330 0.03607 2.65218  -0.25
C: -2.71623 -0.11415 4.19220  -0.53
Br: -1.38513 0.83536 5.35238  0.61
C: -0.89738 -3.64621 2.55759  -0.14
S: -1.98243 -4.52254 1.34060  0.75
O: -1.41570 -5.82082 0.83372  -0.39
O: -3.35844 -4.83464 1.91890  -0.42
C: 0.54270 -1.93789 1.11843  -0.15
C: 0.36044 -2.48605 -0.36716  -0.14
O: 0.71365 -3.88462 -0.36047  -0.15
C: 1.53370 -4.24867 -1.48579  -0.20
O: 2.08024 -5.56038 -1.17708  -0.13
C: 3.10112 -5.46125 -0.16357  -0.18
C: 4.57033 -5.13388 -0.73068  -0.20
O: 5.25200 -4.26004 0.22976  -0.11
C: 0.90703 -0.40346 1.37693  -0.14
C: 2.26127 0.08618 0.63414  -0.01
B: 1.91907 0.89395 -0.75010  -0.49
O: 0.66963 0.73219 -1.46809  0.06
O: 2.91630 1.78671 -1.30411  0.09
H: -2.11967 -1.22325 0.76892  0.13
H: -2.95416 -2.03604 2.27280  0.12
H: -1.37893 0.75177 2.48923  0.07
H: -3.15940 0.52025 2.10976  0.12
H: -3.73516 0.35702 4.41494  0.07
H: -2.77924 -1.23611 4.44746  0.08
H: 0.11816 -4.18410 2.53084  0.13
H: -1.40629 -3.74903 3.58501  0.14
H: -2.17399 -3.68913 0.21965  0.09
H: 1.45166 -2.47971 1.56844  0.17
H: -0.64653 -2.24443 -0.84199  0.13
H: 1.16023 -1.95008 -1.00842  0.11
H: 0.91586 -4.41199 -2.44471  0.16
H: 2.42119 -3.54163 -1.66503  0.14
H: 3.15933 -6.49866 0.33362  0.14
H: 2.87935 -4.72367 0.67522  0.13
H: 4.44380 -4.65691 -1.75682  0.12
H: 5.13871 -6.13095 -0.75362  0.13
H: 5.94009 -3.82321 -0.32667  0.09
H: 0.01911 0.16088 0.93586  0.13
H: 2.90155 0.74334 1.31770  0.13
H: 2.81716 -0.86747 0.33543  0.12
H: 0.79909 -0.06633 -2.03673  0.10
H: 2.54550 2.24815 -2.09011  0.10
F: -1.22987 1.79784 1.06891  0.00
C: -1.04784 3.12936 1.17868  -0.26
C: -0.85999 3.68420 2.43297  -0.01
C: -0.66779 5.05637 2.55014  -0.07
C: -0.67622 5.85786 1.41079  -0.08
C: -0.87058 5.28828 0.15509  -0.08
C: -1.05194 3.91435 0.03747  -0.01
H: -0.86425 3.04308 3.30673  0.08
H: -0.51204 5.50084 3.52699  0.11
H: -0.53045 6.92921 1.50317  0.10
H: -0.88040 5.91249 -0.72734  0.09
H: -1.19591 3.45161 -0.93183  0.11
F: -1.83901 5.36402 -2.43767  0.04
C: -1.70421 4.86798 -3.67949  -0.28
C: -2.80993 4.33616 -4.32330  -0.01
C: -2.67110 3.82736 -5.61026  -0.08
C: -1.42603 3.84664 -6.23399  -0.10
C: -0.32170 4.37890 -5.57526  -0.08
C: -0.46194 4.89787 -4.29254  -0.02
H: -3.76890 4.32238 -3.81872  0.12
H: -3.53140 3.41576 -6.12647  0.11
H: -1.31786 3.44550 -7.23639  0.10
H: 0.64815 4.38959 -6.06074  0.11
H: 0.38512 5.32432 -3.76792  0.12

Forces on atoms 1 to 3 (eV/Å):
-2.9 -3.0 -1.8
0.2 1.8 -0.8
1.4 1.1 -0.4

Computed properties:
* lowest unoccupied orbital energy: -0.17 eV
* SMILES: O=C1O[C@](CCCBr)(C[SH](=O)=O)[C@@H](COCOCCO)[C@@H]1CB(O)O.Fc1ccccc1.Fc1ccccc1
* relative energy (zero: lowest compared OMol25 entry of this formula, charge and spin): 417.4 kJ/mol
* orbital gap: 0.341 Ha

---

Taking the records one at a time from the top gives HOMO level values of -0.2952, -0.3477 Eh.